1.
13 unconnected molecules or ions with the total composition C3H32N2O13 at a distorted geometry. Source: OMol25; level of theory: ωB97M-V with the def2-TZVPD basis set.

The relative energy (zero: lowest compared OMol25 entry of this formula, charge and spin) is 46.0 kcal per mole. The net charge is 0. Its total energy is -33228.7217 eV. As for the orbital gap: 10.00 eV.

Atoms and positions in Å:
C1 0.213 -3.389 0.015
N1 -0.161 -2.009 0.253
C2 0.995 -1.122 0.123
C3 0.483 0.240 -0.367
N2 0.006 0.276 -1.631
O1 0.709 1.266 0.262
H1 0.656 -3.631 -0.933
H2 -0.622 -4.015 0.344
H3 0.807 -3.754 0.868
H4 -0.955 -1.685 -0.270
H5 1.644 -1.497 -0.672
H6 1.535 -0.882 1.036
H7 -0.028 -0.510 -2.252
H8 -0.606 1.042 -1.876
H9 4.315 -1.508 -0.174
H10 3.723 -2.875 -0.518
O2 4.105 -2.121 -0.885
H11 -3.502 1.806 -0.637
H12 -3.068 2.548 0.650
O3 -3.827 2.318 0.104
H13 3.740 2.454 -0.993
H14 3.427 1.839 -2.448
O4 3.852 2.520 -1.947
H15 0.636 -1.769 3.661
H16 -0.077 -2.018 2.322
O5 -0.130 -2.193 3.266
H17 -2.366 -3.150 1.692
H18 -3.451 -2.114 1.752
O6 -3.159 -2.874 1.218
H19 -3.706 0.154 -2.411
H20 -2.841 -0.178 -3.687
O7 -2.966 0.432 -2.961
H21 3.231 0.583 0.853
H22 4.807 0.523 0.762
O8 4.005 0.008 0.867
H23 -3.811 -2.241 -1.137
H24 -4.445 -1.365 -0.043
O9 -4.163 -1.369 -0.950
H25 2.761 3.066 1.585
H26 2.348 3.320 0.117
O10 2.983 2.847 0.687
H27 -2.495 -0.302 2.752
H28 -3.756 0.286 2.265
O11 -3.442 -0.483 2.765
H29 1.008 4.610 -1.526
H30 2.267 3.636 -2.160
O12 1.515 3.807 -1.580
H31 -0.435 2.468 0.416
H32 -0.627 3.912 0.691
O13 -1.133 3.093 0.730

***

2.
13 unconnected molecules or ions with the total composition C3H32O12S at a distorted geometry. Source: OMol25; level of theory: ωB97M-V with the def2-TZVPD basis set.

The relative energy (zero: lowest compared OMol25 entry of this formula, charge and spin) is 31.9 kcal per mole. The net charge is +1. As for the spin multiplicity: 2. The expectation value of S² is 0.754. Its total energy is -39024.6469 eV. As for the orbital gap (alpha / beta): 10.15 / 5.41 eV.

Atoms and positions in Å:
C1 -3.006 -2.551 -2.172
C2 -2.390 -1.581 -1.112
S1 -0.729 -2.391 -0.539
C3 -0.492 -2.078 1.164
H1 -4.011 -2.137 -2.202
H2 -3.419 -3.611 -1.812
H3 -2.622 -2.490 -3.171
H4 -2.923 -1.676 -0.118
H5 -2.129 -0.440 -1.443
H6 -0.283 -1.046 1.496
H7 -1.256 -2.316 1.963
H8 0.339 -2.636 1.626
H9 -3.694 -2.030 1.768
H10 -3.650 -3.528 1.840
O1 -4.205 -2.846 1.548
H11 4.180 -1.265 -0.268
H12 2.961 -1.332 -1.166
O2 3.797 -0.894 -1.027
H13 2.245 0.014 -2.669
H14 0.824 0.645 -2.827
O3 1.451 0.356 -2.155
H15 1.827 2.134 -2.560
H16 1.000 2.744 -3.686
O4 1.963 2.625 -3.511
H17 -2.150 2.583 1.236
H18 -3.703 3.073 1.600
O5 -3.083 2.221 1.509
H19 -3.138 0.000 2.062
H20 -2.122 -0.320 3.061
O6 -2.773 -0.785 2.485
H21 3.179 -0.949 3.835
H22 2.080 -0.165 3.278
O7 2.302 -0.588 4.059
H23 4.389 0.563 -0.126
H24 5.002 1.853 0.114
O8 4.149 1.374 0.237
H25 -1.393 1.718 -2.344
H26 -0.501 2.988 -2.511
O9 -0.549 2.110 -2.708
H27 2.754 0.673 1.260
H28 1.693 -0.256 0.721
O10 2.155 -0.082 1.532
H29 0.066 1.591 1.780
H30 0.235 2.013 0.404
O11 -0.379 2.175 1.166
H31 2.596 2.424 -0.130
H32 1.681 1.722 -1.012
O12 1.730 2.392 -0.474

***

3.
13 unconnected molecules or ions with the total composition C3H33NO12S2 at a distorted geometry. Source: OMol25; level of theory: ωB97M-V with the def2-TZVPD basis set.

The relative energy (zero: lowest compared OMol25 entry of this formula, charge and spin) is 71.4 kcal per mole. The net charge is 0. Its total energy is -51377.7256 eV. As for the orbital gap: 8.56 eV.

Atoms and positions in Å:
S1 -1.206 -1.263 -3.391
S2 0.142 0.165 -3.552
C1 0.642 1.053 -2.011
C2 1.321 0.074 -1.068
N1 2.186 0.584 0.049
C3 3.315 1.484 -0.266
H1 -2.435 -0.707 -3.512
H2 1.235 1.914 -2.347
H3 -0.257 1.503 -1.596
H4 2.045 -0.628 -1.448
H5 0.475 -0.378 -0.489
H6 1.581 1.094 0.677
H7 3.369 2.213 0.553
H8 3.294 2.042 -1.206
H9 4.238 0.882 -0.439
H10 -2.465 1.879 2.074
H11 -2.418 0.983 3.183
O1 -2.169 1.918 3.035
H12 2.335 -1.824 0.505
H13 1.210 -2.868 0.911
O2 1.711 -2.473 0.168
H14 -0.236 -1.943 2.174
H15 -0.650 -3.326 1.925
O3 0.142 -2.835 2.220
H16 2.056 4.778 -1.945
H17 1.110 4.199 -0.917
O4 1.916 3.994 -1.406
H18 -1.008 -3.500 -0.453
H19 -2.069 -2.495 -0.073
O5 -1.784 -3.399 0.132
H20 0.334 2.884 1.359
H21 0.508 2.458 -0.098
O6 0.002 3.080 0.441
H22 -0.522 -0.704 4.005
H23 -1.974 -1.326 4.167
O7 -1.378 -0.931 3.521
H24 0.722 -4.311 -2.244
H25 0.911 -2.938 -1.475
O8 0.294 -3.675 -1.646
H26 0.943 2.697 3.276
H27 -0.483 2.077 3.012
O9 0.501 1.944 2.836
H28 1.440 -0.829 3.452
H29 0.991 0.617 3.823
O10 1.122 -0.283 4.186
H30 -1.580 2.628 0.392
H31 -3.135 2.690 -0.033
O11 -2.460 2.174 0.412
H32 -1.899 -0.529 1.185
H33 -2.555 0.245 -0.067
O12 -2.326 -0.601 0.329